Molecular formula: C41H66FN7PSSi4TeV
Method: DFT, ωB97M-V with the def2-TZVPD basis set

The geometry in XYZ format:
```
123
C41H66FN7PSSi4TeV | the OMol25 dataset | ωB97M-V with the def2-TZVPD basis set
V -0.89396 0.44652 0.34717
C -3.44945 -4.51434 1.22249
C -2.18200 -3.99954 1.45958
C -1.82830 -2.74438 0.98658
C -2.72561 -1.95330 0.27427
C -3.99567 -2.48366 0.01763
C -4.34664 -3.74240 0.48896
N -2.35867 -0.64102 -0.13249
N -3.37650 -0.05002 -0.90477
C -3.07682 1.17937 -1.22607
C -3.98493 1.99704 -1.98725
C -3.67153 3.28464 -2.24738
C -2.44056 3.83546 -1.76878
C -1.60986 3.02327 -1.07562
N -1.87590 1.71162 -0.80468
H -3.73082 -5.49074 1.59746
H -1.44756 -4.58673 2.00214
H -0.83725 -2.36568 1.17671
H -4.69331 -1.88373 -0.54609
H -5.33685 -4.12769 0.27512
H -4.91350 1.54535 -2.31303
H -4.35462 3.90607 -2.81597
H -2.17171 4.86847 -1.94450
H -0.67396 3.39878 -0.68382
F -2.71947 4.67822 4.51090
C -2.29596 3.70789 3.66119
C -0.95375 3.45215 3.55420
C -0.54113 2.43967 2.67564
C -1.43189 1.67703 1.90644
C -2.79350 2.00901 2.06715
C -3.23481 3.00343 2.92890
H -0.24746 4.02845 4.13944
H 0.52794 2.26139 2.60868
H -3.54119 1.47438 1.48459
H -4.28675 3.24532 3.03217
C -4.04258 -0.83862 3.32299
N -4.95638 -1.30049 4.38700
C -4.45606 -2.58599 4.88597
N -3.08869 -2.48699 5.41974
C -2.22529 -1.99055 4.33127
N -2.66626 -0.69126 3.81026
C -2.66439 0.26603 4.91893
N -3.54011 -0.16527 6.02803
C -4.89698 -0.32755 5.48377
C -3.08277 -1.48153 6.48651
H -4.39097 0.12957 2.96002
H -4.05681 -1.55293 2.49798
H -4.45806 -3.30372 4.06362
H -5.11967 -2.94687 5.67487
H -2.23062 -2.71754 3.51971
H -1.21332 -1.88935 4.72370
H -3.00852 1.23385 4.55344
H -1.64414 0.37850 5.29326
H -5.24229 0.63932 5.11489
H -5.56086 -0.65595 6.28632
H -3.73209 -1.82005 7.29704
H -2.06521 -1.38414 6.87073
C 0.61173 0.67446 -5.78076
Si 2.31010 0.39344 -5.05515
C 3.57582 1.15570 -6.20849
C 2.58914 -1.44884 -5.04797
Si 2.38117 1.25882 -2.89478
Te 0.81536 -0.27364 -1.64539
Si 1.96510 3.53357 -3.00583
C 1.94510 4.36184 -1.32801
C 3.37999 4.37565 -3.91153
C 0.40036 3.92519 -3.93499
Si 4.54141 1.01981 -2.08063
C 4.90691 2.21033 -0.67992
C 4.78583 -0.72604 -1.45236
C 5.86867 1.36656 -3.35616
H 0.48769 0.07675 -6.69128
H 0.42476 1.72548 -6.02667
H -0.15471 0.35703 -5.06177
H 3.38201 0.82708 -7.23714
H 4.59466 0.85286 -5.93936
H 3.54314 2.25126 -6.19202
H 2.58511 -1.83894 -6.07320
H 1.78146 -1.94084 -4.49100
H 3.54222 -1.72737 -4.57632
H 2.94623 4.33566 -0.88260
H 1.26373 3.88452 -0.61648
H 1.64187 5.40966 -1.43148
H 4.30744 4.32033 -3.32708
H 3.14039 5.43347 -4.06949
H 3.57930 3.92284 -4.88902
H -0.42305 3.26988 -3.63234
H 0.55569 3.79354 -5.01264
H 0.08874 4.96067 -3.75568
H 4.09687 2.25568 0.05575
H 5.04982 3.22572 -1.07247
H 5.82503 1.91537 -0.15937
H 3.86434 -1.09626 -0.98300
H 5.60024 -0.78963 -0.72141
H 5.01425 -1.40722 -2.28394
H 5.70064 2.33529 -3.84445
H 5.89111 0.60238 -4.14177
H 6.85202 1.39337 -2.87399
S -0.19512 -2.70452 -2.70588
C 0.94650 -3.83407 -1.98796
C 0.47414 -4.90424 -1.21911
C 1.35333 -5.85426 -0.70958
C 2.72043 -5.74560 -0.94047
C 3.20325 -4.66548 -1.67281
C 2.32807 -3.71957 -2.19067
H -0.58861 -4.97918 -1.03277
H 0.96555 -6.68238 -0.12612
H 3.40231 -6.49606 -0.55856
H 4.26744 -4.56529 -1.84944
H 2.70300 -2.87433 -2.75713
C 0.99451 -0.72947 3.54241
P 0.96201 -0.61075 1.70922
C 1.81844 -2.19800 1.37293
C 2.35218 0.60273 1.49752
H 2.02407 -0.82120 3.88835
H 0.43901 -1.61372 3.85160
H 0.52584 0.15053 3.98955
H 2.79048 -2.19017 1.86957
H 1.95166 -2.36669 0.30755
H 1.22651 -3.02397 1.77492
H 3.26644 0.08564 1.20418
H 2.52535 1.13321 2.43549
H 2.12156 1.33264 0.72244
```

## Properties
Total charge = -1
Spin multiplicity = 4
Relative energy (zero: lowest compared OMol25 entry of this formula, charge and spin) = 152.6 kJ/mol
HOMO energy (alpha / beta) = -0.1385 / -0.1423 Eh


Molecular formula: C23H25N3O3S
Method: DFT, ωB97M-V with the def2-TZVPD basis set

The geometry in XYZ format:
```
55
C23H25N3O3S | the OMol25 dataset | ωB97M-V with the def2-TZVPD basis set
C 3.74909 -2.12320 -1.32622
C 3.02570 -1.24630 -0.30223
C 1.54202 -1.42830 -0.39941
C 0.86397 -2.30844 0.39893
C -0.53002 -2.48026 0.26963
C -1.28178 -3.35409 1.07274
C -2.63887 -3.47112 0.91406
C -3.45593 -4.39190 1.76762
C -3.28049 -2.70117 -0.07565
C -2.58160 -1.84270 -0.87637
C -1.18883 -1.71254 -0.72119
N -0.51402 -0.85414 -1.51436
C 0.77265 -0.71531 -1.35540
S 1.61447 0.42347 -2.41095
C 0.25748 1.22750 -3.33983
C 0.09909 2.60735 -2.73149
O 0.86721 3.49861 -3.04461
N -0.86848 2.80892 -1.80438
C -0.75245 3.97037 -0.94859
C -0.15280 3.50140 0.38608
N -0.76160 2.24157 0.76983
C -0.17888 1.23743 1.47111
O -0.75428 0.17330 1.66015
C 1.16227 1.42601 2.04299
C 1.91309 0.44239 2.63995
C 3.10943 1.05427 3.06325
C 3.00194 2.36481 2.70529
O 1.83558 2.60023 2.09179
C -2.05140 1.99106 0.16516
C -1.88063 1.87218 -1.35807
H 4.82461 -1.98977 -1.24216
H 3.51315 -3.17232 -1.16041
H 3.44526 -1.85359 -2.33433
H 3.35802 -1.51240 0.70317
H 3.27924 -0.19953 -0.48428
H 1.39561 -2.87818 1.14968
H -0.76832 -3.93118 1.82941
H -4.18632 -3.82276 2.34174
H -4.00116 -5.10189 1.14650
H -2.82594 -4.94473 2.45949
H -4.35092 -2.79684 -0.19341
H -3.07845 -1.25430 -1.63346
H -0.60427 0.56968 -3.30397
H 0.63029 1.33670 -4.35747
H -0.08416 4.68654 -1.42824
H -1.73515 4.42909 -0.81809
H -0.31024 4.25708 1.16565
H 0.92048 3.36283 0.24879
H 1.61708 -0.57974 2.74846
H 3.93263 0.58972 3.56556
H 3.66568 3.19825 2.82770
H -2.43204 1.05236 0.57147
H -2.73535 2.80167 0.43385
H -1.57854 0.84948 -1.58786
H -2.83315 2.09242 -1.85762
```

## Properties
Structure (SMILES) = CCc1cc2cc(C)ccc2nc1SCC(=O)N1CCN(C(=O)c2ccco2)CC1
Total charge = 0
Relative energy (zero: lowest compared OMol25 entry of this formula, charge and spin) = 82.8 kJ/mol
HOMO energy = -0.2952 Eh